Record 1
{"formula": "C5H11NO", "method": "wB97M-V/def2-TZVPD", "symbols": ["N", "C", "C", "C", "C", "C", "H", "H", "H", "H", "H", "H", "H", "H", "H", "H", "H", "O"], "positions_angstrom": [[-1.040928, -0.921775, 0.787857], [-0.953805, -0.029053, -0.301777], [0.149780, 0.018735, -1.068447], [1.424942, -0.562936, -0.665799], [2.628803, -0.327869, -1.190486], [-2.160819, 0.833027, -0.490146], [-0.618844, -1.825989, 0.650845], [-1.981043, -1.077725, 1.122100], [0.144157, 0.784795, -1.840278], [1.350330, -1.301996, 0.122037], [3.478527, -0.668036, -0.616311], [2.704897, 0.257220, -2.100578], [-1.989051, 1.416470, -1.403836], [-3.075678, 0.245368, -0.442390], [-2.190489, 1.686771, 0.185027], [0.069635, 0.150016, 2.098640], [1.421610, 0.821221, 2.346927], [0.637981, 0.501750, 2.806621]], "forces_ev_per_angstrom": [[-0.4, 0.0, 0.1], [0.0, -0.9, 0.2], [0.0, 0.9, 0.1], [-0.4, -0.6, -0.4], [-0.7, 0.2, 0.3], [1.0, 0.9, -0.6], [0.3, 0.0, -0.1], [0.0, 0.2, 0.0], [0.1, -0.2, -0.1], [0.2, 0.3, 0.5], [0.3, -0.2, -0.6], [0.4, 0.2, 0.2], [-0.6, -0.7, -0.4], [-0.1, 0.3, -0.3], [-0.1, -0.4, 0.9], [0.1, -0.1, 0.2], [0.0, 0.0, 0.0], [0.0, 0.1, -0.2]], "homo_ev": -8.097, "orbital_gap_ev": 8.9, "molar_mass_da": 101.15, "smiles": "C=C/C=C(/C)N.O"}

***

Record 2
{"formula": "C8H24O4P2RhS", "method": "wB97M-V/def2-TZVPD", "symbols": ["Rh", "H", "H", "P", "P", "C", "H", "H", "H", "C", "H", "H", "H", "C", "H", "H", "H", "C", "H", "H", "H", "C", "H", "H", "H", "C", "H", "H", "H", "C", "O", "H", "C", "S", "O", "O", "O", "H", "H", "H"], "positions_angstrom": [[0.673636, -0.040705, -0.092457], [-4.317628, -0.344368, -0.020227], [-4.286207, 0.123572, 0.554665], [0.121892, -2.014526, -0.834392], [0.091828, 2.045277, -0.929711], [1.417300, 3.224219, -0.466436], [1.118151, 4.257637, -0.700784], [1.595352, 3.109381, 0.610718], [2.337809, 2.980014, -1.008819], [-0.452420, 2.583210, -2.590030], [-1.490042, 2.269420, -2.754194], [-0.406535, 3.685619, -2.697568], [0.162496, 2.139644, -3.370694], [-1.302583, 2.657078, 0.075927], [-1.171293, 2.444621, 1.139024], [-1.409265, 3.738642, -0.078294], [-2.208852, 2.149747, -0.259453], [-0.235768, -2.324777, -2.600129], [-0.291479, -3.409061, -2.776635], [-1.203396, -1.866052, -2.847623], [0.544850, -1.885992, -3.235456], [1.357003, -3.266678, -0.323705], [1.443350, -3.265308, 0.774657], [1.017771, -4.254084, -0.663941], [2.340967, -3.037065, -0.759601], [-1.393908, -2.613549, -0.013655], [-2.258506, -2.045615, -0.371707], [-1.523642, -3.674293, -0.256493], [-1.313425, -2.479046, 1.070935], [2.529251, -0.217811, 0.068127], [3.659789, -0.226341, 0.342707], [0.665690, 0.303685, -1.627342], [0.894409, -0.807084, 3.767199], [0.115716, 0.569629, 2.949386], [-1.195860, 0.133792, 2.452147], [0.141331, 1.663754, 3.898643], [1.093881, 0.878003, 1.800435], [0.523346, -0.820338, 4.799719], [1.982917, -0.633281, 3.732369], [0.632075, -1.730971, 3.242687]], "forces_ev_per_angstrom": [[-2.3, -0.1, 2.0], [0.0, 0.0, 0.0], [0.0, 0.0, 0.0], [-1.3, -3.2, -0.3], [-1.5, 3.4, 0.3], [0.4, -0.4, 0.0], [0.0, -0.4, 0.0], [0.0, 0.1, -0.3], [-0.1, 0.1, 0.1], [0.0, -0.2, -0.2], [0.2, 0.0, 0.1], [0.1, -0.6, 0.4], [0.1, 0.0, 0.0], [-0.3, 0.2, 0.1], [0.1, 0.1, -0.2], [-0.1, -0.1, 0.0], [0.0, 0.1, 0.1], [0.2, 0.3, -0.1], [0.0, 0.3, 0.1], [0.3, -0.1, 0.1], [-0.2, -0.1, 0.2], [0.1, 0.2, -0.1], [0.0, 0.0, -0.4], [0.2, 0.2, 0.1], [-0.3, -0.1, 0.1], [0.0, -0.1, -0.1], [0.1, -0.1, 0.1], [-0.1, 0.1, 0.1], [0.0, 0.0, -0.2], [6.4, -0.1, 1.3], [-3.4, -0.1, -1.2], [1.1, 0.5, -3.2], [0.2, 0.0, -0.1], [-0.4, -0.3, 1.4], [1.5, 0.4, -0.2], [-0.1, -0.4, -1.1], [-0.4, 0.7, 1.3], [0.1, 0.0, -0.3], [-0.5, -0.1, 0.2], [0.1, 0.2, 0.1]], "homo_ev": [-8.840, -13.524], "orbital_gap_ev": [6.4, 5.6], "molar_mass_da": 381.20, "spin_multiplicity": 5, "total_charge": 1}

***

Record 3
{"formula": "C4H6AlO3", "method": "wB97M-V/def2-TZVPD", "symbols": ["H", "O", "C", "O", "Al", "O", "C", "H", "H", "H", "C", "C", "H", "H"], "positions_angstrom": [[-3.464693, 0.246788, -0.927319], [-1.065267, -0.335015, 0.050447], [0.358178, -0.239185, 0.011065], [0.880522, 0.845335, 0.026518], [1.886431, 2.051371, 0.048671], [0.806661, -1.406489, -0.028198], [2.247909, -1.645788, -0.018922], [2.687792, -1.134047, -0.880612], [2.647149, -1.271044, 0.928652], [2.345096, -2.728526, -0.099047], [-1.790409, 0.669581, -0.075078], [-3.205657, 0.795745, 0.033137], [-3.593248, 0.355699, 0.962909], [-3.478694, 1.850608, -0.136222]], "forces_ev_per_angstrom": [[-0.2, 0.0, -0.6], [-0.8, 4.7, -1.1], [1.4, -7.5, -0.1], [-2.9, -1.5, 0.0], [5.4, 6.1, 0.1], [-2.3, 3.0, 0.2], [2.1, -0.6, -0.1], [-0.1, -0.2, -0.1], [-0.1, -0.2, 0.1], [0.0, 0.0, 0.0], [-3.4, -6.6, 2.0], [2.1, 2.3, -1.6], [0.0, -0.2, 1.3], [-1.3, 0.7, -0.1]], "homo_ev": [-28.655, -30.253], "orbital_gap_ev": [4.7, 6.3], "molar_mass_da": 129.07, "spin_multiplicity": 2, "total_charge": 4}

***

- What is the formula in the third record?
  C4H6AlO3